No. 1
ORCA calculation (ωB97M-V/def2-TZVPD) on a molecular structure, C4H2CuO5 in a non-equilibrium geometry.

Calculated values
Relative energy (zero: lowest compared OMol25 entry of this formula, charge and spin) = 0.000 eV
Net charge = +1
Orbital gap (alpha / beta) = 5.45 / 8.30 eV
Lowest unoccupied orbital energy (alpha / beta) = -4.880 / -6.327 eV
<S²> = 2.011
Spin multiplicity = 3

Positions of all 12 atoms, in Å:
C: -1.458 -0.194 -2.857
O: -2.469 0.125 -3.303
O: -0.437 -0.515 -2.396
O: 1.363 -1.240 -0.594
C: 0.813 -0.948 0.449
O: 0.067 0.130 0.531
Cu: 1.646 -0.570 -2.304
H: 0.934 -1.534 1.375
O: 1.005 2.283 2.888
C: 0.349 1.527 2.304
C: -0.381 0.523 1.826
H: -1.433 0.412 2.082


No. 2
ORCA calculation (ωB97M-V/def2-TZVPD) on 2 unconnected molecules or ions with the total composition C4H2F2 in a non-equilibrium geometry.

Calculated values
Relative energy (zero: lowest compared OMol25 entry of this formula, charge and spin) = 4.887 eV
Orbital gap = 8.76 eV
Lowest unoccupied orbital energy = -0.653 eV
Spin multiplicity = 1

Positions of all 8 atoms, in Å:
C: -2.193 -1.666 0.240
C: -1.186 -1.033 -0.244
C: -0.264 -0.275 -1.169
C: 0.213 -0.511 -0.025
F: 1.192 2.351 1.025
F: 1.084 -0.420 0.924
H: -0.223 0.139 -2.110
H: 1.378 1.415 1.359


spin multiplicity of number 1 (C4H2CuO5)?
3


What is the relative energy (zero: lowest compared OMol25 entry of this formula, charge and spin) in the first record?
0.000 eV